Density functional theory data (ωB97M-V/def2-TZVPD) for a 6-piece molecular cluster, C28H26B2F40O12 overall.

The geometry in XYZ format:
```
108
Properties=species:S:1:pos:R:3:forces:R:3
O -0.06688 -6.40165 6.45565 0.06 0.02 0.05
C -0.78342 -6.79725 5.49242 0.15 -0.12 0.23
O -1.10615 -6.05674 4.51222 -0.01 0.36 -0.77
B -1.33965 -8.33822 5.60484 0.00 0.39 -0.50
O -1.92910 -8.99633 4.38576 -0.05 -0.04 -0.14
C -2.68056 -10.02413 4.92443 0.38 -0.27 0.47
C -3.32702 -9.44051 6.20508 0.12 0.13 -0.25
O -4.72447 -9.12389 5.92837 0.22 0.41 0.12
B -5.16995 -7.86842 6.26891 0.12 -0.12 -0.11
O -4.86993 -7.21033 7.43201 -0.30 0.01 0.15
O -6.09247 -7.23799 5.41630 -0.18 -0.04 0.14
O -2.60261 -8.31837 6.48544 -0.07 -0.30 0.53
H -0.45440 -9.10959 6.02296 -0.18 -0.05 0.31
H -3.40485 -10.44655 4.21997 -0.11 0.16 0.03
H -2.02914 -10.84920 5.29125 0.02 -0.03 -0.20
H -3.29004 -10.12901 7.06690 -0.34 -0.21 -0.15
H -4.07816 -7.58519 7.83461 0.30 0.02 -0.20
H -5.60851 -6.71690 4.77137 0.03 -0.01 -0.10
C 3.48944 -3.21108 2.85303 0.10 0.65 0.01
C 4.34339 -4.43081 3.23859 -0.49 -0.22 0.18
C 4.99232 -5.22254 2.09884 0.16 0.02 -0.01
F 4.07377 -5.78836 1.29954 -0.04 0.01 0.00
F 5.75421 -6.21301 2.62657 0.03 0.02 0.01
F 3.65589 -5.25276 4.03295 0.04 -0.03 -0.02
F 5.40148 -3.93250 3.96581 0.12 0.09 -0.14
O 2.09276 -3.35978 2.84105 0.07 -0.47 0.10
C 1.41658 -3.79389 1.73584 0.11 0.23 0.04
C 0.63350 -5.07812 2.00361 -0.52 -0.22 0.56
F 1.49838 -6.05122 2.33122 0.18 0.01 -0.18
F 0.00864 -5.43017 0.84284 0.08 0.09 -0.10
F 2.24337 -3.90387 0.66479 -0.03 -0.04 -0.05
F 0.51869 -2.81853 1.41202 -0.08 0.11 -0.12
H 3.66985 -2.49376 3.65301 0.00 -0.06 0.05
H 3.85959 -2.74800 1.93564 0.04 -0.19 -0.09
H 5.64072 -4.57389 1.50130 -0.02 0.02 0.00
H -0.10335 -4.95590 2.81511 0.05 -0.21 0.12
C -1.25873 0.58913 -0.71420 0.54 -0.14 -0.29
C -1.57988 0.56367 0.78643 -0.18 0.31 -0.08
C -2.35149 -0.64414 1.31975 0.12 -0.30 0.23
F -3.57926 -0.70975 0.75585 0.01 0.10 -0.12
F -2.50940 -0.50240 2.64889 -0.01 0.09 -0.01
F -2.20850 1.71250 1.13295 -0.03 -0.04 0.00
F -0.37771 0.55276 1.42507 0.05 -0.08 -0.02
O -2.09857 1.38779 -1.53826 -0.34 0.23 0.40
C -3.23563 0.91633 -2.11631 0.53 -0.22 -0.05
C -4.47102 1.70466 -1.66939 -0.17 0.11 0.00
F -4.65985 1.57428 -0.34715 0.03 -0.07 0.03
F -5.56224 1.20375 -2.30531 0.01 0.00 -0.08
F -3.39966 -0.39852 -1.95093 -0.08 -0.02 0.02
F -3.09400 1.12989 -3.46510 -0.28 0.02 -0.09
H -0.28905 1.07907 -0.78243 -0.03 0.04 0.01
H -1.12210 -0.41429 -1.11696 -0.22 -0.07 0.09
H -1.80353 -1.56925 1.12070 -0.02 -0.01 0.01
H -4.36738 2.75897 -1.92301 0.04 -0.22 0.13
C -4.30941 4.29737 -5.35158 -0.14 -0.59 -0.03
C -4.07810 5.20005 -4.12790 0.29 0.03 -0.31
C -5.17688 6.19906 -3.75762 -0.09 -0.04 0.21
F -5.35072 7.10533 -4.73919 0.01 -0.01 -0.06
F -4.80376 6.85906 -2.63908 0.01 -0.01 -0.01
F -2.90005 5.83541 -4.24256 0.02 0.08 0.04
F -3.97842 4.35250 -3.05394 -0.08 0.21 -0.10
O -3.67053 4.67624 -6.55366 0.18 0.41 0.23
C -4.24445 5.52343 -7.45419 -0.09 -0.29 0.00
C -3.38400 6.77540 -7.65800 0.08 0.07 -0.07
F -3.26326 7.45459 -6.50235 -0.05 0.02 0.02
F -3.98718 7.58101 -8.56317 0.00 -0.01 -0.02
F -5.51039 5.84116 -7.13006 -0.01 0.07 0.03
F -4.28826 4.88441 -8.64666 -0.04 0.02 -0.07
H -3.83749 3.34953 -5.09241 0.03 0.02 0.01
H -5.36766 4.07762 -5.49655 -0.05 0.22 0.01
H -6.12137 5.68380 -3.56311 0.00 0.00 -0.03
H -2.39300 6.49495 -8.01890 -0.01 -0.03 -0.01
C 2.22108 3.60803 -3.33852 0.22 0.53 0.15
C 2.71911 2.19733 -2.98322 -0.43 0.00 0.06
C 3.41175 1.38861 -4.08340 0.18 -0.11 0.06
F 2.56928 1.13719 -5.10195 -0.04 0.05 -0.03
F 3.81286 0.20728 -3.56657 0.00 0.02 0.01
F 1.71494 1.48080 -2.44407 0.04 -0.05 -0.02
F 3.66659 2.36508 -2.00822 0.14 0.05 -0.09
O 0.84399 3.74700 -3.61588 -0.05 -0.43 0.04
C 0.32352 3.58597 -4.86977 0.20 0.16 0.08
C -0.68687 2.43533 -4.89021 -0.18 -0.07 -0.01
F -0.08331 1.28156 -4.55529 0.04 0.00 -0.03
F -1.18539 2.30707 -6.14362 -0.01 0.05 -0.02
F 1.27928 3.42713 -5.80595 0.02 -0.08 0.00
F -0.34556 4.71652 -5.18142 -0.08 0.06 -0.08
H 2.36683 4.18820 -2.42768 -0.03 -0.04 0.03
H 2.84529 4.07494 -4.10141 -0.02 -0.20 -0.14
H 4.28938 1.92208 -4.45947 -0.02 0.03 -0.01
H -1.50109 2.62880 -4.19207 0.04 0.06 0.04
C 4.95334 3.33615 0.92400 -0.01 -0.46 -0.45
C 4.70671 4.85081 0.98681 -0.25 -0.15 0.37
C 5.92288 5.76825 1.13755 0.04 0.12 -0.15
F 6.55659 5.55043 2.30392 -0.01 -0.05 0.03
F 5.50248 7.05545 1.12539 -0.01 0.00 -0.02
F 3.80405 5.13372 1.94448 0.03 0.04 -0.01
F 4.14427 5.19283 -0.21580 0.13 0.01 -0.11
O 4.73927 2.59355 2.10587 -0.09 0.51 0.25
C 5.72284 2.40488 3.03620 0.01 -0.25 -0.22
C 5.31898 2.97704 4.39961 -0.06 -0.04 0.13
F 5.11499 4.30647 4.30471 0.04 0.04 -0.03
F 6.32468 2.76422 5.27691 0.01 0.00 -0.01
F 6.91041 2.89312 2.62793 0.03 0.09 0.03
F 5.87781 1.07442 3.20143 0.05 -0.03 0.02
H 4.19477 2.96245 0.23960 -0.05 0.03 0.04
H 5.91452 3.10403 0.46324 0.11 0.16 0.14
H 6.62239 5.62276 0.30987 0.01 -0.03 0.01
H 4.40845 2.49366 4.75715 0.01 -0.03 -0.01
```
Positions in Å, forces in eV/Å.

The calculation puts the HOMO energy at 0.005 Ha. Its total charge is -2. The LUMO energy is 2.18 eV.

Density functional theory data (ωB97M-V/def2-TZVPD) for C28H26BeBrN4O4 as an isolated structure.

The geometry in XYZ format:
```
64
Properties=species:S:1:pos:R:3:forces:R:3
Be -0.10772 0.89107 0.98169 0.04 -0.02 0.11
O -3.31239 1.42433 1.23706 0.06 -0.08 -0.03
C -3.41510 2.61399 1.91860 -0.04 0.10 0.02
C -4.57562 2.95849 2.59453 0.02 -0.05 -0.03
C -4.65160 4.16761 3.26871 0.03 0.04 0.01
C -3.56999 5.03407 3.26667 -0.03 0.00 0.00
C -2.41832 4.68097 2.57960 -0.04 -0.03 0.01
C -2.31698 3.47433 1.89943 0.07 -0.06 -0.03
C -1.01563 3.13900 1.18859 -0.08 0.09 0.04
O -0.28454 2.15331 1.79691 -0.04 -0.02 -0.10
N -1.25566 2.72860 -0.23586 0.11 0.12 0.06
N -1.07187 1.40721 -0.43297 0.08 -0.06 0.07
C -1.44466 0.83047 -1.50582 -0.10 0.07 -0.07
C -1.22067 -0.60595 -1.71210 0.13 -0.13 -0.02
Br -2.50129 -1.73336 -0.85178 -0.01 0.03 -0.01
C -0.28941 -1.17114 -2.47803 -0.04 0.04 0.06
C 0.76097 -0.52612 -3.28231 0.04 0.04 -0.02
C 1.51007 -1.36120 -4.11650 -0.02 0.00 0.05
C 2.51435 -0.85430 -4.92414 0.02 0.00 -0.01
C 2.79377 0.50443 -4.91313 0.02 0.02 0.02
C 2.06441 1.34719 -4.08535 -0.02 -0.01 0.00
C 1.06311 0.84004 -3.27323 -0.12 -0.05 -0.10
H -4.17457 0.99646 1.19880 -0.03 0.02 0.04
H -5.42029 2.27773 2.59138 0.00 0.00 0.00
H -5.56063 4.42953 3.79312 0.00 0.00 0.00
H -3.62388 5.97886 3.78913 0.00 0.00 0.00
H -1.56973 5.35490 2.56970 0.01 0.00 -0.01
H -0.43937 4.07050 1.13395 0.01 -0.01 -0.03
H -2.08284 3.11541 -0.67299 -0.02 -0.03 -0.04
H -1.93704 1.39578 -2.29787 -0.08 0.00 0.08
H -0.29981 -2.25394 -2.54128 -0.02 0.00 -0.03
H 1.29208 -2.42229 -4.13391 0.00 -0.01 0.00
H 3.07338 -1.51882 -5.56945 0.00 -0.01 -0.01
H 3.57218 0.90585 -5.54816 0.00 0.01 -0.01
H 2.27864 2.40805 -4.06912 0.00 0.01 -0.01
H 0.53248 1.51949 -2.62146 -0.02 0.01 -0.03
O 4.23849 -3.29380 -1.54363 -0.03 -0.04 0.00
C 4.43541 -1.91310 -1.74647 0.07 0.05 -0.01
C 3.38658 -1.14890 -0.99205 0.01 0.04 -0.02
C 3.33385 0.23766 -1.08078 0.07 -0.10 0.07
C 2.32916 0.91273 -0.42124 0.05 0.07 0.08
N 1.42065 0.28156 0.31897 -0.12 -0.09 0.01
C 1.48926 -1.05322 0.44815 0.15 0.07 -0.11
C 2.44950 -1.80339 -0.20066 -0.01 -0.01 0.04
C 0.43287 -1.59200 1.33234 -0.08 -0.03 0.04
C 0.33975 -2.89928 1.76209 0.00 0.00 -0.01
C -0.69808 -3.24439 2.61897 0.01 -0.02 -0.01
C -0.87416 -4.67073 3.08242 -0.01 0.00 0.00
O 0.24413 -5.48335 2.81446 0.01 0.00 -0.03
C -1.58526 -2.25401 3.02472 -0.02 -0.01 0.02
C -1.42741 -0.96675 2.55294 0.01 0.00 0.00
N -0.44310 -0.65045 1.71465 0.05 0.01 -0.13
H 4.93398 -3.78482 -1.99018 0.01 0.00 0.00
H 4.36176 -1.64644 -2.80748 -0.02 0.01 0.04
H 5.42012 -1.58902 -1.38965 0.00 -0.01 0.00
H 4.04638 0.78637 -1.68190 0.00 0.00 0.00
H 2.23095 1.98943 -0.48294 -0.01 0.00 0.00
H 2.47797 -2.87933 -0.11600 0.00 0.00 0.01
H 1.05239 -3.65085 1.45494 0.00 0.00 -0.01
H -1.71589 -5.10091 2.53332 -0.01 0.01 0.01
H -1.14648 -4.67857 4.14124 0.01 0.00 0.00
H 0.84664 -5.46706 3.56374 0.00 0.00 0.02
H -2.39132 -2.48083 3.71013 -0.01 0.02 0.00
H -2.08400 -0.15708 2.83746 -0.03 0.03 -0.02
```
Positions in Å, forces in eV/Å.

The calculation puts the HOMO energy at -0.401 Ha. Its total charge is +1. The LUMO energy is -3.27 eV.

Density functional theory data (ωB97M-V/def2-TZVPD) for C28H26Br4N11O2S2Tl as an isolated structure.

The geometry in XYZ format:
```
74
Properties=species:S:1:pos:R:3:forces:R:3
Tl 0.62292 0.07627 -1.15879 -0.20 0.40 -0.42
Br -0.33526 7.00732 -3.05453 0.00 0.00 0.00
C 0.27096 5.43195 -2.19049 0.01 -0.01 0.01
C 1.24514 5.49063 -1.21520 0.00 -0.01 -0.01
Br 2.01254 7.14807 -0.70349 -0.01 0.00 0.00
C 1.67719 4.30064 -0.59945 0.00 0.00 0.09
Br 2.95997 4.30711 0.80088 -0.02 0.01 -0.02
C 1.17062 3.05394 -0.94770 -0.19 0.01 0.09
O 1.53932 1.95532 -0.36883 0.30 -0.06 -0.23
C 0.13588 2.99161 -1.95977 0.00 -0.01 0.11
O -0.37884 1.84267 -2.23823 -0.01 0.04 -0.08
C -0.27766 4.18626 -2.54587 -0.06 0.00 0.01
Br -1.66475 4.02606 -3.82900 0.00 0.01 -0.01
S -1.35410 -1.51152 -1.17324 0.25 -0.06 0.19
C -1.87119 -1.07998 -2.78651 0.04 0.04 -0.12
C -3.24160 -1.02615 -3.03628 0.03 -0.03 0.08
C -3.75332 -0.76134 -4.29798 -0.09 0.01 -0.03
C -5.17383 -0.75936 -4.49927 0.08 0.01 0.01
N -6.31694 -0.76791 -4.63620 -0.01 -0.01 -0.01
C -2.86054 -0.49621 -5.34852 -0.03 0.00 -0.08
C -1.49871 -0.49760 -5.10338 0.03 0.00 0.02
C -0.96091 -0.79948 -3.84397 -0.05 0.01 0.03
S 0.75919 -0.81390 -3.64889 0.11 -0.12 0.04
C -3.34384 -0.23041 -6.67620 0.01 0.00 0.09
N -3.72358 -0.03025 -7.74369 0.00 0.00 -0.01
H -3.92739 -1.20919 -2.21911 0.00 -0.01 -0.01
H -0.81696 -0.26335 -5.90933 0.00 0.00 0.00
C -0.14233 2.46905 3.98307 -0.04 0.07 0.06
N -0.67009 2.79258 2.67286 0.06 0.02 -0.05
C -1.73671 3.78260 2.69329 0.08 0.06 -0.01
C -2.30851 3.67918 1.29713 -0.01 0.01 -0.02
N -2.06693 2.28859 1.00712 -0.09 -0.10 0.11
C -2.63511 1.72611 -0.19290 -0.01 0.02 -0.05
C -0.93629 1.84093 1.65890 0.22 0.22 -0.04
N -0.27190 0.80498 1.31348 -0.36 -0.34 0.34
C 0.90493 0.36581 2.04608 0.06 0.01 -0.05
C 0.82330 -1.07831 2.54327 -0.09 0.02 -0.05
N 1.12794 -2.06149 1.51820 -0.07 -0.18 0.09
C 1.37409 -3.27668 1.82229 0.18 0.24 0.03
N 1.28627 -3.97654 3.04683 -0.24 -0.05 -0.04
C 1.33338 -3.42250 4.37911 0.09 0.02 -0.02
C 1.90528 -5.28103 2.91316 0.02 0.00 0.03
C 1.82049 -5.53590 1.42224 0.03 -0.03 -0.05
N 1.83377 -4.19766 0.89494 0.01 0.02 -0.01
C 1.66823 -4.03717 -0.52895 0.03 0.13 -0.01
H -0.42198 3.28057 4.65656 -0.03 -0.01 0.02
H 0.94435 2.41093 3.99571 -0.02 0.05 0.02
H -0.55702 1.53776 4.38776 0.03 -0.02 -0.01
H -1.33574 4.77175 2.92116 -0.01 0.00 0.01
H -2.49816 3.52674 3.44613 -0.01 -0.02 -0.01
H -1.78562 4.33722 0.58904 0.02 -0.01 0.00
H -3.37639 3.90254 1.25698 0.01 0.01 -0.01
H -3.72480 1.80354 -0.12474 0.00 0.02 -0.02
H -2.36929 0.67793 -0.26425 0.06 -0.09 -0.01
H -2.28880 2.23536 -1.09570 -0.03 -0.05 0.02
H 1.12421 0.98262 2.91294 0.04 -0.08 -0.12
H 1.77634 0.46595 1.39464 0.03 -0.04 -0.01
H -0.18203 -1.23231 2.96153 0.02 -0.01 0.01
H 1.54378 -1.13702 3.36456 0.02 -0.02 0.06
H 0.58338 -2.65554 4.52684 -0.03 0.04 -0.02
H 2.31867 -3.01202 4.63903 0.00 0.00 0.00
H 1.11816 -4.23459 5.07767 0.00 0.01 0.00
H 1.36306 -6.02193 3.50572 0.03 -0.01 0.00
H 2.95169 -5.26480 3.25146 0.01 0.03 -0.01
H 0.89656 -6.07202 1.15469 -0.03 0.02 0.02
H 2.67194 -6.10410 1.04384 -0.03 -0.02 -0.02
H 2.39401 -4.67381 -1.03447 0.01 0.00 -0.01
H 1.86355 -3.01024 -0.81239 -0.04 0.14 0.00
H 0.65582 -4.29370 -0.85337 -0.09 -0.01 -0.03
N 2.86194 -0.48765 -0.93161 -0.07 -0.32 -0.04
C 3.80201 -1.17354 -0.86650 -0.07 0.09 0.12
N 4.92754 -1.77622 -0.73185 0.24 0.11 0.02
C 5.12634 -3.05800 -0.90905 -0.13 -0.11 0.05
N 5.41236 -4.17916 -1.01943 -0.02 -0.03 -0.03
```
Positions in Å, forces in eV/Å.

The calculation puts the HOMO energy at -0.085 Ha. The value obtained for the energy above the lowest of the compared OMol25 structures with the same formula, charge and spin is 0.0 kJ/mol. Its total charge is -2. The LUMO energy is 3.79 eV.